The molecule C10H24O3Si, computed with ωB97M-V/def2-TZVPD.

Last column: natural (NBO) charge in e.
Cartesian coordinates (Å):
O  -1.0032  0.5014  -1.5616  -0.93
O  -1.1393  -0.9634  0.7740  -0.90
O  0.2795  1.4010  0.7017  -0.91
C  -2.1481  1.7895  -3.2145  -0.62
C  -3.4603  -1.1848  0.0149  -0.63
C  0.5227  2.4891  2.8650  -0.63
C  2.9788  -2.5790  -0.0847  -0.59
C  2.9557  -0.4537  1.2450  -0.61
C  -0.8760  1.6235  -2.4157  -0.04
C  -2.0468  -1.7395  0.0732  -0.05
C  -0.2873  1.5833  1.9749  -0.06
C  2.1306  -1.4722  0.4804  -0.22
C  1.3650  -0.8390  -0.6848  -0.95
Si  -0.1827  0.0688  -0.1687  2.35
H  -3.0243  1.8530  -2.5751  0.21
H  -2.1495  2.6739  -3.8902  0.21
H  -2.2885  0.9427  -3.8584  0.21
H  -3.4800  -0.2193  -0.4978  0.21
H  -3.8929  -1.0720  0.9955  0.21
H  -4.0868  -1.8359  -0.5854  0.21
H  1.5746  2.1380  2.9377  0.21
H  0.1152  2.5630  3.8806  0.22
H  0.5975  3.4995  2.4296  0.21
H  3.5383  -2.2109  -0.9288  0.20
H  3.7314  -2.8980  0.6650  0.20
H  2.3626  -3.4113  -0.4328  0.21
H  3.3464  -0.8433  2.2024  0.21
H  3.7862  -0.1019  0.6475  0.20
H  2.3139  0.3859  1.5043  0.22
H  -0.6560  2.5167  -1.8527  0.17
H  0.0199  1.4796  -3.0371  0.17
H  -1.9968  -2.7620  0.5052  0.17
H  -1.6835  -1.8358  -0.9590  0.16
H  -1.2837  1.9929  1.8520  0.17
H  -0.3497  0.6024  2.4777  0.17
H  1.4116  -1.9183  1.1740  0.20
H  0.9818  -1.5687  -1.3589  0.23
H  2.0238  -0.1952  -1.2943  0.23

Charge   0
Gap between HOMO and LUMO   0.3912 Ha
Energy relative to the best compared isomer or geometry (same formula, charge and spin)   3.2 kcal/mol
HOMO level   -9.71 eV
Structure (SMILES)   CCO[Si](CC(C)C)(OCC)OCC
LUMO level   0.034 Ha
Energy   -24782.8999 eV